(1)
Computed, not measured: a molecular structure, C15H31FP2Zr, with ωB97M-V/def2-TZVPD.

Atoms and positions in Å:
P 0.11851 -1.92406 -1.45846
P 0.06189 2.04722 -0.82503
C -0.45446 -0.47223 -2.40157
C 0.21636 0.92996 -2.32191
H -1.55437 -0.39068 -2.29388
H -0.31656 -0.80399 -3.44400
H 1.28033 0.87659 -2.62154
H -0.27656 1.53018 -3.11047
C -1.50720 2.85742 -1.27164
H -1.76864 3.61573 -0.52582
H -2.32649 2.12722 -1.31654
H -1.41600 3.33900 -2.25286
C 1.30779 3.30696 -1.19093
H 1.01273 3.89094 -2.06907
H 2.28680 2.85006 -1.38702
H 1.40848 3.99150 -0.34309
C -1.23173 -3.12860 -1.82748
H -1.24295 -3.92100 -1.07188
H -1.06763 -3.58538 -2.80675
H -2.20803 -2.62964 -1.82075
C 1.48619 -2.72120 -2.36371
H 2.24977 -1.97958 -2.64579
H 1.09635 -3.19544 -3.26947
H 1.96132 -3.48619 -1.73349
Zr 1.23545 -0.86354 4.96028
C 0.06736 1.77260 0.87475
C -1.27734 1.23970 1.18308
C -1.70035 0.02036 0.53977
C -1.20626 -1.32647 1.12769
C -0.16200 -2.03945 0.30551
C 1.19815 -1.49703 0.00027
C 1.83638 -0.12059 0.16162
C 1.30862 0.87307 1.22360
C -0.74842 0.02835 4.94400
H 0.22723 2.74865 1.35342
H -1.84317 1.70988 1.97929
H -1.27443 0.04705 -0.48075
H -2.79015 -0.00283 0.40897
H -0.86880 -1.20984 2.16798
H -2.08124 -1.98419 1.23435
H -0.12402 -3.09558 0.58388
H 1.97307 -2.26608 0.15871
H 1.97514 0.37190 -0.81078
H 2.87003 -0.34875 0.48236
H 1.10066 0.33035 2.15548
H 2.15563 1.54516 1.46323
H -0.97298 0.67018 5.80853
H -1.48842 -0.79294 4.99245
H -1.00085 0.58800 4.03109
F 2.47481 0.47725 5.52439

The frontier orbital gap (alpha / beta) comes out at 3.4 / 3.4 eV. The charge is +2. The electronic energy comes out at -38609.827 eV. As for the HOMO energy (alpha / beta): -12.2 / -12.2 eV.

=====

(2)
Computed, not measured: a molecular structure, C15H31FeNO3P2, with ωB97M-V/def2-TZVPD.

Atoms and positions in Å:
P 1.64783 1.36681 -5.32841
P -1.70044 -0.14539 -5.75582
C 0.75156 0.74795 -6.83808
C -0.79231 0.86433 -6.96003
H 1.08152 -0.28854 -7.01843
H 1.16664 1.32507 -7.68384
H -1.14409 1.90733 -6.88085
H -1.12941 0.46712 -7.93159
C -1.73323 -1.83826 -6.45744
H -2.22255 -2.52222 -5.74147
H -0.70391 -2.19635 -6.64178
H -2.29535 -1.81625 -7.39790
C -3.42090 0.39202 -5.65523
H -3.95384 -0.01827 -6.52106
H -3.48182 1.48938 -5.65209
H -3.86123 0.00371 -4.72659
C 3.36898 1.10624 -5.79934
H 4.01763 1.37032 -4.95624
H 3.60072 1.75082 -6.65864
H 3.53167 0.05550 -6.07954
C 1.28663 3.14200 -5.43321
H 0.20149 3.29788 -5.50881
H 1.76197 3.58151 -6.32331
H 1.66295 3.64216 -4.53232
Fe 2.19845 1.53360 -0.95259
C -2.24501 -0.34412 -2.34032
C -1.46782 -1.41123 -2.63357
C -0.22730 -1.42033 -3.50084
C 1.06052 -0.70364 -3.06448
C 1.28221 0.77563 -3.58631
C 0.34746 1.73820 -2.99388
C -1.05811 1.72156 -3.25542
C -1.89622 1.08627 -2.10630
C 1.88033 1.21870 1.13673
H -3.31405 -0.56701 -2.23975
H -1.63250 -2.37770 -2.13728
H -0.45633 -1.02065 -4.53283
H 0.06735 -2.48469 -3.62528
H 1.01643 -0.73428 -1.94670
H 1.93253 -1.35502 -3.34676
H 2.30686 1.05638 -3.17680
H 0.74035 2.60148 -2.35066
H -1.21597 1.13246 -4.19309
H -1.41026 2.75360 -3.46551
H -1.40332 1.25162 -1.12149
H -2.83994 1.63270 -2.09763
H 0.92807 1.63864 1.45904
H 2.65529 1.84730 1.62808
H 2.02558 0.21977 1.54810
O 0.40428 -1.41255 1.62037
N -0.07545 -0.35418 1.16108
O -1.06189 0.24739 1.65716
O 0.45757 0.13529 0.07241

As for the spin multiplicity: 5. The frontier orbital gap (alpha / beta) comes out at 5.6 / 4.9 eV. The charge is 0. The expectation value of S² is 6.086. The electronic energy comes out at -76641.007 eV. As for the HOMO energy (alpha / beta): -6.4 / -5.8 eV.

=====

(3)
Computed, not measured: a molecular structure, C15H31HgNO3P2, with ωB97M-V/def2-TZVPD.

Atoms and positions in Å:
P 1.58918 -1.42743 -0.79146
P 1.96038 1.92514 -0.19217
C 1.51633 -0.03493 -2.06421
C 2.50081 1.10420 -1.75060
H 0.46403 0.33073 -2.04111
H 1.65872 -0.41783 -3.08476
H 3.51193 0.68249 -1.66300
H 2.51601 1.94958 -2.44089
C 0.30813 2.51750 -0.61909
H -0.24434 2.81430 0.28093
H -0.31888 1.83274 -1.18885
H 0.46802 3.42523 -1.23259
C 2.73867 3.39888 0.45119
H 2.12558 4.20799 0.01044
H 3.79104 3.44256 0.15373
H 2.65307 3.46586 1.54585
C 0.65318 -2.61469 -1.87610
H 0.62323 -3.60086 -1.38940
H 1.24394 -2.74660 -2.79788
H -0.36192 -2.32904 -2.15945
C 3.01297 -2.61231 -0.93889
H 4.01585 -2.18129 -0.90772
H 2.91807 -3.19072 -1.87014
H 2.89495 -3.31673 -0.09613
Hg 2.45299 0.22699 1.22776
C -2.74409 0.94217 -0.33855
C -3.36185 0.56123 -1.48615
C -4.43804 -0.45835 -1.78474
C -4.33806 -1.59127 -0.75820
C -2.96490 -2.19007 -0.82344
C -2.05021 -2.02521 0.12731
C -2.04903 -1.04839 1.28692
C -2.75961 0.33307 1.05116
C 2.62695 -0.60936 3.15061
H -2.21318 1.93127 -0.32472
H -3.09278 1.10048 -2.40186
H -4.23193 -0.83077 -2.79750
H -5.47621 -0.07006 -1.79717
H -4.48040 -1.18136 0.25535
H -5.10763 -2.35364 -0.98828
H -2.72786 -2.67588 -1.78984
H -1.11344 -2.60767 0.08527
H -0.98130 -0.76760 1.40938
H -2.36679 -1.50345 2.25475
H -3.76676 0.38259 1.52081
H -2.12359 1.04717 1.61831
H 3.69630 -0.83435 3.13921
H 2.05501 -1.53216 3.15923
H 2.29010 0.07903 3.93415
O 0.89583 1.60085 3.75354
N 1.75350 2.28634 4.45018
O 1.42208 2.87077 5.50464
O 2.95598 2.29286 4.02415

The frontier orbital gap comes out at 7.0 eV. The charge is 0. The electronic energy comes out at -46434.875 eV. As for the HOMO energy: -7.6 eV.

=====

(4)
Computed, not measured: a molecular structure, C15H31IMnP2, with ωB97M-V/def2-TZVPD.

Atoms and positions in Å:
P 1.06580 2.69387 -0.07106
P 2.53843 -1.13420 -0.79434
C 2.79554 1.89933 -0.29706
C 3.03429 0.65288 -1.23844
H 3.44671 1.86071 0.59810
H 3.15433 2.73194 -0.90867
H 2.89399 0.92743 -2.29329
H 4.10370 0.50239 -1.13859
C 3.69703 -1.73802 0.44417
H 3.28544 -2.69318 0.77340
H 3.75999 -1.08817 1.32344
H 4.69650 -1.88450 0.03168
C 2.50678 -2.01098 -2.35195
H 3.53497 -2.23628 -2.66229
H 2.00605 -1.42710 -3.13620
H 1.94410 -2.93352 -2.18099
C 1.20828 3.75834 1.40614
H 0.16917 3.98747 1.69732
H 1.76597 4.70132 1.24820
H 1.67536 3.19528 2.23307
C 0.70657 3.59336 -1.63689
H 0.80635 2.92684 -2.50953
H 1.31423 4.49639 -1.81842
H -0.35277 3.88379 -1.56810
Mn 1.23226 0.48629 -0.16968
C 5.98545 1.18315 -2.13486
C 6.23451 0.83304 -0.85829
C 7.06042 1.67805 0.05528
C 6.75961 3.20799 0.01717
C 5.33027 3.58364 -0.24921
C 4.86873 3.89202 -1.47682
C 5.65926 3.69558 -2.72605
C 6.54189 2.41770 -2.79587
C -0.74166 1.05168 0.34560
H 5.45571 0.49908 -2.80683
H 6.01270 -0.16431 -0.46560
H 8.14134 1.57620 -0.16603
H 6.92179 1.33082 1.09332
H 7.04035 3.57496 1.01526
H 7.46204 3.68654 -0.68472
H 4.69146 3.70755 0.63246
H 3.92733 4.43042 -1.65329
H 6.33545 4.55027 -2.89882
H 4.95100 3.67111 -3.56956
H 6.63318 2.20590 -3.87598
H 7.56457 2.66537 -2.44862
H -1.33871 0.35917 -0.26213
H -1.11170 2.07232 0.16363
H -0.94308 0.77782 1.38864
I 0.32854 -2.07204 0.45270

As for the spin multiplicity: 6. The frontier orbital gap (alpha / beta) comes out at 4.8 / 5.3 eV. The charge is 0. The expectation value of S² is 8.817. The electronic energy comes out at -74046.734 eV. As for the HOMO energy (alpha / beta): -4.4 / -5.7 eV.

=====

(5)
Computed, not measured: a molecular structure, C15H31INiP2, with ωB97M-V/def2-TZVPD.

Atoms and positions in Å:
P 0.32781 1.98169 -1.31175
P -1.22910 -0.63766 -2.08884
C -0.07763 1.70386 -3.11177
C -1.31091 0.82174 -3.26123
H 0.80391 1.22917 -3.56170
H -0.22619 2.69387 -3.56387
H -2.22287 1.37991 -3.01227
H -1.40001 0.42974 -4.28371
C -0.19737 -1.72258 -3.17288
H -0.18966 -2.73758 -2.75702
H 0.83438 -1.34735 -3.17577
H -0.58283 -1.74788 -4.20350
C -2.92840 -1.24524 -2.46538
H -3.06011 -1.41320 -3.54775
H -3.64156 -0.48228 -2.11803
H -3.10742 -2.17788 -1.91260
C 1.90281 2.88071 -1.59741
H 2.30505 3.21846 -0.63135
H 1.73325 3.74047 -2.26742
H 2.61065 2.17520 -2.05921
C -0.86197 3.35256 -1.00899
H -1.88162 2.94836 -0.98463
H -0.78589 4.11620 -1.79720
H -0.65174 3.80692 -0.03368
Ni 0.64465 -1.51455 3.33334
C -0.95978 -1.91182 1.82181
C 0.26557 -2.31937 1.33151
C 1.19347 -1.62992 0.36955
C 2.28660 -0.75506 1.01655
C 1.82863 -0.01505 2.22356
C 0.56256 0.49616 2.47587
C -0.61163 0.57226 1.54181
C -1.61712 -0.58699 1.69501
C 1.36659 -0.88200 4.99599
H -1.62056 -2.69601 2.19746
H 0.48668 -3.38901 1.44218
H 0.65148 -1.06945 -0.41048
H 1.72648 -2.43170 -0.16795
H 3.08578 -1.43650 1.35799
H 2.74852 -0.08866 0.26661
H 2.61514 0.24833 2.93845
H 0.44345 1.07544 3.40213
H -0.28340 0.63918 0.48248
H -1.14943 1.51493 1.74726
H -2.20033 -0.40082 2.60760
H -2.32839 -0.57242 0.84933
H 0.57422 -0.94015 5.74690
H 1.70695 0.16182 4.90616
H 2.20444 -1.51721 5.31074
I 0.21686 -3.51868 4.44610

As for the spin multiplicity: 3. The frontier orbital gap (alpha / beta) comes out at 6.1 / 7.3 eV. The charge is 0. The expectation value of S² is 2.010. The electronic energy comes out at -83776.215 eV. As for the HOMO energy (alpha / beta): -5.9 / -7.5 eV.